The following is a quantum chemistry calculation of C20H23Cl2NO10PW as an isolated structure at a distorted geometry, from the Open Molecules 2025 dataset.

As for the largest force on an atom: 1.1 eV/A. Its charge is +1. The total energy comes out at -79221.4848 eV. The value obtained for the frontier orbital gap (alpha / beta) is 6.62 / 7.06 eV. The calculation puts the lowest unoccupied orbital energy (alpha / beta) at -4.80 / -5.36 eV. Its spin multiplicity is 3. The relative energy (zero: lowest compared OMol25 entry of this formula, charge and spin) comes out at 0.0 kJ/mol. The value obtained for the highest occupied orbital energy (alpha / beta) is -11.42 / -12.42 eV.

XYZ file:
```
58
Properties=species:S:1:pos:R:3:forces:R:3
W -1.0413 0.2845 -0.0200 0.0 -0.7 -0.9
Cl -3.9610 2.1770 -5.4433 0.0 0.0 0.0
C -2.5399 1.8721 -4.5157 -0.1 0.0 -0.1
C -1.3580 1.5377 -5.1702 0.0 0.0 0.0
C -0.2097 1.2789 -4.4401 0.0 0.0 0.0
C -0.2529 1.3550 -3.0540 0.1 0.0 -0.1
C -1.4360 1.7074 -2.4346 -0.2 0.2 0.2
C -2.5997 1.9697 -3.1319 0.1 -0.1 -0.2
C 0.9273 0.9876 -2.2383 0.0 -0.4 0.3
O 2.0451 0.8563 -2.6091 0.0 0.1 -0.1
O 0.6065 0.7579 -0.9012 -0.3 0.2 -0.3
H -1.3515 1.4697 -6.2488 0.0 0.0 0.0
H 0.7124 0.9987 -4.9310 0.0 0.0 0.0
H -1.4479 1.9516 -1.3679 -0.1 0.3 0.0
H -3.5171 2.2432 -2.6308 0.0 0.0 0.0
O 0.2518 -3.0871 1.9420 0.0 0.0 0.1
C -0.4460 -2.1802 1.6344 0.2 0.0 -0.3
O -0.0174 -1.1795 0.7841 -0.2 0.2 0.3
C -1.8663 -1.9389 2.0337 0.0 -0.1 -0.1
C -2.8248 -2.8293 2.4520 -0.1 0.0 0.0
C -4.1518 -2.3588 2.5596 0.0 0.0 0.0
C -4.5516 -1.0770 2.1977 0.1 0.0 0.0
C -3.5577 -0.2076 1.7516 -0.2 0.1 -0.1
C -2.2458 -0.6400 1.7592 0.2 0.3 0.2
N -3.7357 1.0124 1.1235 0.0 -0.1 0.0
O -2.5644 1.4936 0.4869 0.1 -0.2 -0.1
O -4.7161 1.7377 1.1282 0.0 0.0 0.0
H -2.5807 -3.8639 2.6476 0.0 0.0 0.0
H -4.9168 -3.0543 2.8794 0.0 0.0 0.0
H -5.5904 -0.7799 2.2087 0.0 0.0 0.0
H -1.4766 0.1269 1.9537 0.0 0.1 0.4
C 0.3003 4.9352 0.9557 0.0 0.0 0.0
C -0.3020 3.6624 0.3537 0.0 0.1 0.0
P 0.0101 2.1670 1.3347 0.0 -0.4 0.1
C 1.8084 2.0593 1.5300 0.1 0.1 0.0
C 2.3887 0.7073 1.9359 0.0 0.0 0.0
C -0.7382 2.4355 2.9624 0.0 0.1 0.1
C -0.3647 1.3988 4.0273 0.0 0.0 0.0
H 0.0920 5.7779 0.2981 0.0 0.0 0.0
H 1.3820 4.8627 1.0606 0.0 0.0 0.0
H -0.1284 5.1706 1.9289 0.0 0.0 0.0
H 0.1222 3.4778 -0.6360 0.0 0.0 0.0
H -1.3836 3.7559 0.2364 0.0 0.0 0.0
H 2.0577 2.8336 2.2636 0.1 0.0 0.0
H 2.2273 2.3813 0.5740 0.0 0.0 0.0
H 2.1023 0.4258 2.9480 0.0 0.0 0.0
H 3.4755 0.7667 1.9053 0.0 0.0 0.0
H 2.0814 -0.0830 1.2553 0.0 0.0 0.0
H -1.8177 2.5017 2.8082 0.0 0.0 0.0
H -0.4120 3.4268 3.2865 -0.1 0.0 0.0
H -0.3076 0.3777 3.6448 0.0 0.0 0.0
H -1.1011 1.4047 4.8290 0.0 0.0 0.0
H 0.6062 1.6219 4.4664 0.0 0.0 0.0
O -2.3194 -2.9012 -0.8949 0.0 0.2 -0.2
Cl -2.2372 -1.7505 -1.7097 0.2 0.5 0.2
O -2.8136 -1.8858 -2.9786 0.1 0.1 0.1
O -0.8389 -1.2288 -1.7670 -0.3 -0.3 0.1
O -2.8491 -0.5554 -0.9743 0.1 -0.5 0.1
```
Positions in Å, forces in eV/Å.

***

The following is a quantum chemistry calculation of C20H23Cl3FGeNO3PtS3 as an isolated structure at a distorted geometry, from the Open Molecules 2025 dataset.

As for the largest force on an atom: 7.2 eV/A. Its charge is +3. The total energy comes out at -161274.4889 eV. The value obtained for the frontier orbital gap (alpha / beta) is 4.13 / 4.48 eV. The calculation puts the lowest unoccupied orbital energy (alpha / beta) at -12.23 / -11.88 eV. Its spin multiplicity is 2. The relative energy (zero: lowest compared OMol25 entry of this formula, charge and spin) comes out at 300.0 kJ/mol. The value obtained for the highest occupied orbital energy (alpha / beta) is -16.36 / -16.36 eV.

XYZ file:
```
56
Properties=species:S:1:pos:R:3:forces:R:3
Pt 2.3817 -1.1693 -0.2630 5.6 2.6 0.4
C 4.3092 -2.0887 2.1886 -0.2 -0.1 0.2
C 5.4297 -1.5755 1.3113 0.1 0.0 -0.2
S 5.0082 -1.4161 -0.4684 -1.8 0.3 0.5
C 5.5957 0.2624 -0.8623 -0.1 0.0 -0.2
C 4.9654 1.3708 -0.0623 -0.1 -0.2 0.1
S 3.1354 1.3070 -0.1173 -0.8 -1.3 0.2
C 2.7404 1.5696 1.6429 -0.2 0.2 -0.1
C 3.2819 0.5454 2.6174 0.0 -0.1 0.0
S 2.7452 -1.1597 2.2414 0.1 -0.1 -0.8
H 4.6600 -2.1662 3.2200 0.0 0.0 0.0
H 3.9939 -3.0805 1.8616 0.0 -0.1 0.1
H 6.2203 -2.3296 1.3432 0.1 0.1 -0.1
H 5.8644 -0.6391 1.6555 -0.1 0.0 0.0
H 5.3899 0.3684 -1.9286 0.0 0.0 0.0
H 6.6810 0.2649 -0.7338 0.0 -0.1 0.0
H 5.2611 2.3320 -0.4900 -0.1 0.0 0.0
H 5.2769 1.3621 0.9793 0.0 0.0 0.0
H 1.6505 1.6040 1.6783 0.0 0.0 -0.1
H 3.1160 2.5610 1.9066 0.0 0.0 0.0
H 2.8858 0.7759 3.6090 0.0 0.0 0.0
H 4.3668 0.5643 2.6886 0.0 0.0 0.0
C -5.3389 -0.4779 0.7798 -0.1 0.0 -0.1
C -5.0089 -0.3669 -0.7084 -0.7 0.0 0.3
C -5.7677 0.7414 -1.4236 0.2 0.1 -0.1
C -5.3500 2.1100 -0.9041 -0.4 0.1 0.3
C -3.8625 2.2659 -0.8487 0.2 -0.3 0.0
C -3.2973 3.5256 -0.8259 0.1 -0.1 0.0
C -1.9155 3.6744 -0.8028 0.3 -0.5 0.0
F -1.3824 4.8853 -0.8006 -0.1 0.1 0.0
C -1.0726 2.5869 -0.7933 0.0 0.3 0.1
C -1.6093 1.3000 -0.7878 0.0 -0.3 0.0
C -0.7109 0.1532 -0.7093 -0.5 -0.3 0.2
O 0.5383 0.3272 -0.5266 -0.3 -0.9 -0.1
C -1.3748 -1.1177 -0.8503 1.4 -0.7 0.0
C -2.7551 -1.1933 -0.9183 -0.6 0.2 -0.2
N -3.5517 -0.1449 -0.8511 0.5 -1.0 -0.3
C -3.0163 1.1279 -0.8259 0.4 1.0 0.0
C -0.6209 -2.3969 -0.8981 -4.4 5.7 0.5
O -1.1036 -3.4163 -1.4733 0.1 -0.4 -1.0
O 0.4906 -2.4742 -0.3372 -0.1 -1.4 -0.4
H -6.4144 -0.5985 0.8961 0.0 0.0 0.0
H -5.0327 0.4060 1.3364 0.0 0.1 0.0
H -4.8559 -1.3488 1.2205 0.0 0.0 0.0
H -5.2400 -1.3223 -1.1825 0.2 0.1 -0.1
H -6.8346 0.5835 -1.2754 0.0 0.0 0.0
H -5.5757 0.6887 -2.4981 0.0 -0.1 0.0
H -5.7598 2.2731 0.0997 0.1 0.0 0.0
H -5.7858 2.9040 -1.5120 0.1 -0.1 -0.1
H -3.9217 4.4092 -0.8433 0.0 0.0 0.0
H -0.0035 2.7370 -0.7963 0.0 0.0 0.0
H -3.2174 -2.1674 -1.0106 -0.2 0.1 0.1
Cl -0.0496 -5.3791 0.5930 0.4 0.4 -0.6
Ge 0.4696 -4.2687 -1.1618 2.5 -4.9 0.9
Cl 2.8615 -3.5657 -0.7010 -0.7 -0.1 -0.2
Cl 1.1103 -5.7237 -2.6773 -0.7 1.7 1.0
```
Positions in Å, forces in eV/Å.